Density functional theory data (wB97M-V/def2-TZVPD) for C31H37N5PtS2Si as an isolated structure.

XYZ file:
```
77
Properties=species:S:1:pos:R:3:forces:R:3
Pt 0.58640 0.84519 -0.46301 0.304 -0.900 -0.879
C 0.09611 2.76679 -4.71608 0.078 -0.096 -0.016
C 0.42139 2.45918 -3.27553 -0.440 1.953 0.703
S 0.87095 0.85400 -2.90317 -0.063 -0.670 1.882
C 0.32971 3.43880 -2.32533 0.007 -0.776 -1.752
C -0.01456 4.85982 -2.68619 -0.085 -0.071 0.007
S 0.46127 3.11185 -0.65547 0.287 0.210 0.887
H 0.11135 1.85911 -5.31746 -0.017 -0.005 -0.062
H 0.83175 3.46008 -5.13551 -0.029 -0.069 -0.027
H -0.88945 3.23039 -4.81539 0.037 -0.071 0.020
H -1.08904 4.95360 -2.87479 0.033 0.021 0.018
H 0.50991 5.18995 -3.58447 0.013 -0.017 0.046
H 0.23418 5.53684 -1.86909 0.012 0.003 0.006
C 1.68188 1.97040 3.46191 -0.099 0.039 0.087
C 1.37837 0.52948 3.17510 -0.097 0.174 -0.048
C 1.36317 -0.43078 4.16792 0.095 0.109 -0.071
C 0.99001 -1.72719 3.81103 -0.076 -0.154 -0.059
C 0.68411 -2.04307 2.51003 0.075 -0.119 0.107
C 0.77495 -1.03012 1.52409 0.000 0.116 0.086
N 1.08190 0.23044 1.90437 -0.378 0.163 -0.510
N 0.55007 -1.15654 0.19821 0.085 -0.522 -0.244
Si 0.29387 -2.73806 -0.51527 -0.163 -0.019 0.069
C -1.28478 -3.55055 0.10017 -0.093 -0.029 0.018
C 1.76890 -3.83459 -0.10245 0.053 -0.057 -0.029
C 0.12899 -2.68734 -2.37862 0.032 0.064 -0.115
H 1.91246 2.12580 4.51642 -0.025 -0.023 -0.052
H 0.82460 2.59705 3.19487 0.071 -0.055 -0.013
H 2.53115 2.30741 2.86944 0.033 0.019 -0.016
H 1.60823 -0.17225 5.19124 -0.024 -0.002 -0.104
H 0.92151 -2.49687 4.57317 0.009 0.038 -0.041
H 0.36460 -3.04556 2.25035 0.084 0.197 0.053
H -1.33372 -3.70590 1.18230 -0.044 0.043 -0.153
H -1.38980 -4.52752 -0.38728 0.012 0.073 0.048
H -2.14925 -2.94165 -0.19717 0.176 -0.131 0.012
H 1.87329 -4.04706 0.96448 0.012 0.021 -0.113
H 2.69586 -3.35087 -0.43360 -0.071 -0.078 0.024
H 1.68496 -4.79226 -0.63063 0.006 0.110 0.057
H 0.16722 -1.68686 -2.80251 0.011 0.121 -0.005
H -0.83604 -3.11348 -2.67326 0.096 0.007 0.052
H 0.91460 -3.28306 -2.85573 -0.066 0.053 0.044
N 6.87497 0.52745 -0.08365 -0.135 -0.029 0.034
C 5.51715 0.62562 -0.18822 0.051 0.034 0.003
C 4.81983 1.72219 0.33527 0.066 -0.022 0.029
C 3.44935 1.75954 0.23376 0.036 0.040 -0.050
N 2.73254 0.79998 -0.35553 0.167 0.060 0.107
C 3.39235 -0.24859 -0.85976 -0.098 0.020 0.019
C 4.75893 -0.37973 -0.79914 0.022 -0.019 0.000
H 7.40823 1.32465 0.20701 0.017 0.062 0.003
H 7.36206 -0.16973 -0.61465 0.009 -0.027 -0.033
H 5.34430 2.53972 0.81740 -0.029 -0.071 -0.030
H 2.89092 2.60036 0.62309 -0.036 0.019 -0.067
H 2.78152 -1.01272 -1.32232 0.029 0.039 -0.029
H 5.23241 -1.25673 -1.22464 -0.018 0.052 0.026
N -1.35483 0.70952 -0.90919 -0.197 -0.306 0.139
C -2.30082 0.24577 -0.20045 0.192 0.350 0.134
C -3.57744 -0.05870 -0.93810 0.014 -0.035 -0.044
C -3.49379 -0.48818 -2.26197 0.055 -0.030 -0.044
C -4.64062 -0.77863 -2.98367 -0.004 0.008 -0.004
C -5.89197 -0.63537 -2.39438 0.017 -0.015 -0.006
C -5.98484 -0.20234 -1.07961 0.023 0.022 0.013
C -4.83344 0.07882 -0.35358 -0.033 0.027 0.003
C -2.32717 0.03541 1.28795 0.049 0.055 0.010
C -1.81001 1.01964 2.12848 -0.103 -0.049 -0.041
C -1.86897 0.87795 3.50788 -0.003 -0.014 0.005
C -2.43734 -0.25750 4.06788 0.019 0.054 0.032
C -2.96353 -1.24097 3.24214 -0.005 -0.053 -0.072
C -2.92115 -1.08861 1.86349 -0.017 -0.097 -0.110
H -2.50876 -0.57947 -2.70887 -0.091 0.009 0.028
H -4.55925 -1.11853 -4.00984 -0.008 0.012 0.041
H -6.78939 -0.86337 -2.95823 0.041 0.015 0.029
H -6.95600 -0.07944 -0.61420 0.038 -0.006 -0.021
H -4.91738 0.42123 0.67057 0.015 -0.020 -0.001
H -1.37725 1.90751 1.68547 0.022 0.053 -0.022
H -1.46669 1.65525 4.14889 -0.028 -0.037 -0.036
H -2.47752 -0.37245 5.14540 0.007 0.011 -0.055
H -3.41551 -2.12784 3.67319 0.025 0.049 -0.036
H -3.35199 -1.85633 1.22502 0.042 0.170 0.126
```
Positions in Å, forces in eV/Å.

## Properties
LUMO energy (alpha / beta) in eV: -0.893 / -0.894
ΔE to the lowest compared entry with this formula, charge and spin in eV: 0.770
HOMO-LUMO gap (alpha / beta) in eV: 5.7008 / 5.6993
E_HOMO (alpha / beta) in eV: -6.594 / -6.593

Mulliken population analysis, charges in e, atoms 1 to 5:
1 Pt 1.75
2 C -1.68
3 C 0.60
4 S -0.34
5 C 0.72

---

Density functional theory data (wB97M-V/def2-TZVPD) for C33H40N4P2Ti as an isolated structure.

XYZ file:
```
80
Properties=species:S:1:pos:R:3:forces:R:3
Ti -0.06816 0.80481 1.60312 1.242 1.423 5.597
C -1.68586 1.65260 -4.17432 -0.355 -0.241 0.015
C -1.80931 0.33464 -3.99012 -0.264 0.248 -0.605
C -0.90403 -0.68306 -4.62931 -0.129 -0.111 0.135
C 0.60352 -0.33757 -4.63856 0.699 -0.440 -0.550
C 1.20705 0.46945 -3.51987 0.557 0.068 0.068
C 1.12157 1.80188 -3.39899 0.394 -0.373 -0.417
C 0.68914 2.63122 -4.57240 -0.329 0.430 0.179
C -0.71334 2.29990 -5.11304 -0.360 0.402 -0.297
C 1.39202 1.38450 3.11981 -0.167 -0.123 -0.969
H -2.38219 2.36139 -3.71949 0.137 -0.386 -0.151
H -2.67972 -0.10705 -3.48776 0.298 0.476 -0.021
H -1.19155 -0.86139 -5.68338 -0.036 0.052 0.452
H -1.07287 -1.64415 -4.11714 0.158 0.184 -0.140
H 1.12653 -1.30563 -4.62495 -0.052 0.282 -0.360
H 0.82524 0.13811 -5.60678 0.118 -0.152 0.281
H 1.97617 -0.07932 -2.95301 -0.760 0.411 0.245
H 1.47258 2.34008 -2.51635 0.465 -0.284 -0.225
H 1.38026 2.46445 -5.41676 0.015 0.093 0.488
H 0.74723 3.70016 -4.32555 0.010 -0.317 -0.013
H -1.16962 3.25951 -5.38029 0.062 -0.276 -0.368
H -0.60675 1.69783 -6.02312 -0.210 0.158 0.173
H 0.74625 2.10011 3.65344 0.142 -0.016 -0.055
H 2.35017 1.85379 2.86098 -0.339 -0.142 0.109
H 1.57363 0.53129 3.79230 -0.118 0.221 -0.233
P 1.83140 -0.28852 0.59940 3.842 -1.106 -0.661
P -0.99948 -1.26305 1.00594 -4.529 -1.041 -1.483
N 3.00537 0.84876 -0.04982 -1.310 -0.716 0.217
N 2.87457 -1.54511 1.31377 -0.909 1.343 0.085
N -1.77686 0.34931 0.25023 0.198 -0.947 -0.266
N -2.56245 -2.09301 1.19987 1.915 0.462 0.783
C 1.11962 -1.20928 -0.78648 -0.104 -0.171 -0.249
C -0.17917 -1.97061 -0.46514 -0.163 -0.290 -0.045
C 3.10968 2.19187 0.33660 0.957 0.467 -0.246
C 4.26411 2.72363 -0.22399 -1.153 -0.690 0.310
C 4.84832 1.70773 -1.04290 -1.059 -1.072 0.373
C 4.05837 0.56936 -0.92222 0.648 0.836 -0.039
C 3.79107 -1.29642 2.34191 0.423 -0.756 0.240
C 4.50370 -2.45781 2.60159 -0.980 0.765 -0.626
C 3.99718 -3.47357 1.72208 -0.886 1.160 -0.442
C 2.99704 -2.88844 0.95700 0.603 -0.671 0.373
C -1.56817 1.73117 0.64325 0.396 0.353 -1.153
C -2.07933 2.54005 -0.38878 -0.333 -0.378 0.550
C -2.73211 1.70313 -1.26960 -0.371 -0.293 -0.621
C -2.46170 0.36983 -0.91939 0.148 1.174 0.712
C -3.71589 -2.24509 0.41842 -0.797 -0.443 0.179
C -4.69514 -2.88609 1.17372 1.495 0.598 -0.305
C -4.13325 -3.13998 2.46864 1.417 0.557 -0.447
C -2.83319 -2.65401 2.45233 -1.348 -0.456 0.188
H 1.89296 -1.88830 -1.16494 -0.271 0.169 -0.190
H 0.89099 -0.47947 -1.56575 0.138 0.111 0.129
H -0.89608 -1.93388 -1.30260 0.346 -0.149 0.156
H 0.05554 -3.03264 -0.27787 -0.389 0.295 0.212
H 2.34976 2.63679 0.96372 0.316 0.012 -0.029
H 4.66439 3.71260 -0.04903 -0.214 -0.064 -0.112
H 5.73261 1.80452 -1.65481 -0.057 -0.091 0.091
H 4.14229 -0.40557 -1.37256 0.155 -0.026 0.039
H 3.84059 -0.31963 2.79886 0.135 -0.042 -0.083
H 5.29451 -2.57529 3.32641 -0.078 0.089 -0.039
H 4.33725 -4.49454 1.65394 -0.093 0.034 -0.029
H 2.35431 -3.31597 0.20528 0.178 -0.113 0.023
H -1.66203 2.00695 1.70849 -0.526 0.037 -0.194
H -1.94431 3.61447 -0.41345 -0.457 -0.086 0.012
H -3.33835 1.99549 -2.11820 0.308 -0.089 0.179
H -2.71348 -0.53171 -1.45225 0.187 0.158 0.001
H -3.74523 -1.90124 -0.59999 -0.138 -0.174 0.076
H -5.68685 -3.16807 0.83884 0.243 0.176 -0.030
H -4.60624 -3.62892 3.30603 0.029 0.030 -0.082
H -2.07203 -2.64063 3.20852 -0.034 -0.052 0.206
C -2.47904 0.07712 5.93878 0.240 0.012 -0.582
C -1.42137 -0.73441 5.49440 0.045 0.202 -0.295
C -0.89462 -0.56030 4.20217 -0.327 0.157 0.907
C -1.39957 0.45973 3.39745 0.666 -0.583 -1.566
C -2.50155 1.22898 3.78959 0.078 -0.149 0.524
C -3.02346 1.04872 5.08185 0.177 -0.130 -0.004
H -2.88377 -0.06329 6.94090 0.100 0.075 -0.286
H -0.99089 -1.49569 6.14523 -0.209 0.170 -0.123
H -0.08206 -1.20782 3.85041 -0.208 0.229 0.280
H -2.95256 1.98359 3.14249 0.057 -0.185 0.210
H -3.85335 1.67702 5.42320 0.330 -0.293 -0.167
```
Positions in Å, forces in eV/Å.

## Properties
LUMO energy in eV: -8.223
ΔE to the lowest compared entry with this formula, charge and spin in eV: 0.000
HOMO-LUMO gap in eV: 5.5063
Charge: +2
E_HOMO in eV: -13.730

Mulliken population analysis, charges in e, atoms 1 to 5:
1 Ti -1.23
2 C -0.46
3 C -0.39
4 C -1.19
5 C -1.20

---

Density functional theory data (wB97M-V/def2-TZVPD) for C4H6O2 as an isolated structure.

XYZ file:
```
12
Properties=species:S:1:pos:R:3:forces:R:3
O 1.39846 -1.02340 1.87192 0.071 0.184 0.061
C 0.69165 -0.23760 1.06924 -0.078 0.064 -0.093
C -0.34732 -0.69164 0.07448 -0.054 -0.158 -0.041
C -0.42715 0.84141 -0.19129 -0.218 0.292 -0.257
O -1.08885 1.50854 -0.94701 0.292 -0.271 0.366
C 0.60570 1.09271 0.82588 0.038 0.006 0.042
H 1.99484 -0.48400 2.41138 -0.056 -0.117 -0.044
H -1.32697 -0.55786 -3.27344 -0.005 0.029 0.013
H -1.25069 -1.14104 0.49854 0.115 0.070 -0.049
H 0.01861 -1.29715 -0.76029 -0.037 0.099 0.113
H -1.36158 0.01002 -2.79135 -0.014 -0.067 -0.072
H 1.09329 1.98001 1.21194 -0.055 -0.131 -0.039
```
Positions in Å, forces in eV/Å.

## Properties
LUMO energy in eV: 0.380
ΔE to the lowest compared entry with this formula, charge and spin in eV: 2.515
HOMO-LUMO gap in eV: 9.9494
E_HOMO in eV: -9.570

natural (NBO) population analysis, charges in e, atoms 1 to 5:
1 O -0.63
2 C 0.42
3 C -0.55
4 C 0.58
5 O -0.55

---

Density functional theory data (wB97M-V/def2-TZVPD) for C10H29HgO9S as an isolated structure.

XYZ file:
```
50
Properties=species:S:1:pos:R:3:forces:R:3
Hg 10.63719 11.71446 -20.01151 -0.079 0.727 1.122
C 11.44794 9.99771 -16.10312 0.310 -0.493 -0.666
C 11.08434 11.26767 -16.86404 -0.248 1.318 1.305
O 10.26019 11.11231 -17.94688 -0.070 -0.631 -1.279
H 12.10276 9.37815 -16.72942 -0.160 -0.168 0.121
H 10.55277 9.42200 -15.86017 0.005 0.005 -0.034
H 12.00369 10.19542 -15.18342 -0.091 0.226 0.023
H 11.99602 11.87702 -17.00611 0.076 -0.270 -0.487
H 10.53722 11.89015 -16.11892 0.027 -0.019 0.007
S 11.12232 13.81507 -22.68482 0.115 1.341 -0.488
O 12.06780 13.49387 -23.75281 -0.140 -0.081 0.124
O 11.76256 14.72874 -21.67742 0.043 -0.313 0.399
O 9.88252 14.43916 -23.15397 0.127 -0.325 0.038
O 10.77114 12.51549 -21.98852 -0.188 -1.086 0.049
C 9.06025 7.81090 -21.34278 0.169 -0.296 0.678
C 8.49225 9.06212 -20.69170 -0.044 -0.605 0.211
O 9.07612 10.24589 -21.21254 -0.752 -0.725 -0.057
H 8.75948 6.94782 -20.74030 -0.393 -0.081 -0.332
H 10.14921 7.76144 -21.27866 0.042 0.433 -0.244
H 8.73051 7.70652 -22.37590 0.062 -0.134 -0.021
H 8.65191 9.00900 -19.61388 0.358 0.405 -0.024
H 7.40118 9.05231 -20.80388 0.000 0.232 -0.220
H 9.04346 10.15187 -22.17124 0.263 0.584 -0.083
C 14.47762 13.03922 -20.68679 0.218 -0.712 -0.307
C 13.73361 13.10706 -19.35718 0.020 0.342 -0.974
O 12.35780 13.31869 -19.61274 0.486 0.538 0.611
H 14.34493 13.97076 -21.23302 0.033 -0.021 -0.098
H 14.07412 12.23101 -21.30365 -0.363 0.221 -0.029
H 15.54136 12.77833 -20.63202 0.042 0.381 0.455
H 14.12965 13.95985 -18.79387 0.049 -0.233 0.370
H 13.83281 12.17089 -18.80348 0.041 0.107 0.208
H 12.22930 14.02435 -20.33889 -0.197 -0.434 -0.208
C 8.38165 14.19140 -17.47014 -0.654 -0.277 0.208
C 8.06502 13.61669 -18.84112 0.159 1.022 -0.294
O 9.20221 13.71258 -19.70323 -0.597 0.128 0.425
H 9.25174 13.70995 -17.02999 0.172 0.212 -0.080
H 7.53972 14.05633 -16.78066 -0.022 -0.231 -0.083
H 8.46379 15.27552 -17.56427 0.548 -0.038 0.050
H 7.28623 14.25983 -19.26772 -0.273 -0.397 -0.078
H 7.73135 12.58196 -18.84922 0.106 -0.054 0.215
H 9.21442 14.58664 -20.10826 0.333 -0.144 -0.332
C 14.23342 8.78825 -20.07296 0.010 -0.296 0.411
C 12.80896 9.16275 -19.72480 -0.052 0.032 -0.650
O 12.27504 10.09072 -20.67598 0.472 -0.505 0.115
H 14.60956 8.08848 -19.32217 0.067 0.030 -0.009
H 14.89303 9.65559 -20.08585 -0.057 0.057 -0.079
H 14.27671 8.26722 -21.03191 0.014 0.127 -0.074
H 12.72515 9.63215 -18.74632 0.028 0.029 -0.030
H 12.16914 8.27407 -19.73642 0.056 -0.054 0.180
H 12.73632 10.02686 -21.51838 -0.068 0.124 -0.065
```
Positions in Å, forces in eV/Å.

## Properties
LUMO energy in eV: 2.631
ΔE to the lowest compared entry with this formula, charge and spin in eV: 0.000
HOMO-LUMO gap in eV: 7.1334
Charge: -1
E_HOMO in eV: -4.502

natural (NBO) population analysis, charges in e, atoms 1 to 5:
1 Hg 1.64
2 C -0.62
3 C -0.04
4 O -0.99
5 H 0.18